25
Properties=species:S:1:pos:R:3:forces:R:3:nbo_charge:R:1 method="wB97M-V/def2-TZVPD" e_above_lowest_kj_mol=0.0 homo_lumo_gap_ev=8.79 energy_ha=-977.48469
O 3.113326 -0.856711 1.116302 -0.926 -1.020 -0.532 -0.88
B 2.469357 -0.385260 0.005621 0.174 0.833 -0.615 1.11
O 2.681190 0.878053 -0.487544 -0.904 -0.769 -1.041 -0.90
C 1.392529 -1.153551 -0.859116 -1.835 -0.401 -0.527 -0.44
C 0.433029 -1.988811 -0.253357 -0.169 -0.343 -3.066 -0.10
C -0.614820 -2.485652 -1.099889 0.758 0.265 2.606 -0.28
C -0.620647 -2.216538 -2.438899 -2.255 -1.927 -1.135 0.03
N 0.158748 -1.383177 -3.060597 2.266 1.541 1.323 -0.43
C 1.066452 -0.822285 -2.222537 1.461 0.236 -0.227 0.07
H 3.762806 -0.272625 1.478135 0.468 0.553 0.341 0.49
H 3.230378 1.524306 -0.097360 0.918 0.730 0.896 0.49
H 0.602376 -2.366366 0.718921 -0.316 -0.073 1.088 0.22
H -1.440178 -3.017799 -0.633485 0.278 -0.328 -0.286 0.22
H -1.311593 -2.775026 -3.125342 0.291 0.593 0.923 0.19
H 1.688400 -0.061007 -2.702474 -0.070 -0.213 0.117 0.20
C -0.563129 3.351953 1.751213 1.597 1.358 1.251 -0.26
O -0.019354 2.120201 1.310991 -0.742 -0.129 -1.348 -0.67
S -1.121395 1.296037 0.343406 -0.154 -0.202 0.235 0.49
C -0.723323 1.628944 -1.371418 0.033 0.253 -0.383 -0.80
H -0.335655 4.269474 1.099269 -0.444 -1.520 0.558 0.18
H -0.033092 3.492830 2.722599 -0.295 0.369 -0.593 0.18
H -1.605991 3.261700 2.013191 -0.436 0.083 -0.349 0.19
H -0.773010 2.692112 -1.715483 0.002 -0.915 0.426 0.22
H -1.428404 0.999472 -1.947659 -0.120 0.455 0.391 0.25
H 0.216875 1.144002 -1.590364 0.422 0.571 -0.052 0.24

26
Properties=species:S:1:pos:R:3:forces:R:3:nbo_charge:R:1 method="wB97M-V/def2-TZVPD" e_above_lowest_kj_mol=0.0 total_charge=+2 homo_lumo_gap_ev="6.19 / 6.18" energy_ha=-1812.84948
C -1.039366 -2.980436 0.530830 -1.426 0.071 -0.229 -0.79
C 0.185044 -2.236570 0.790816 5.414 -2.548 0.349 0.70
H -0.805721 -4.022363 0.253032 0.316 0.392 0.125 0.33
H -1.591346 -2.499719 -0.302743 0.109 -0.170 0.535 0.31
H -1.677079 -2.972649 1.436662 0.192 0.133 -0.426 0.32
O 1.357415 -2.454543 0.796387 -4.787 1.795 -0.007 -0.31
I 0.035596 2.863132 2.358481 -0.332 -1.025 -0.245 0.04
Bi -0.509010 0.194091 1.486326 -0.860 0.637 -0.267 0.95
P 0.066228 0.822913 -1.009478 -0.557 1.042 -0.560 0.98
C 1.774623 1.266565 -1.421193 0.020 -0.222 0.164 -0.95
C -0.512549 -0.447176 -2.165893 0.044 -0.134 0.218 -0.96
H -1.931514 2.173916 -0.671846 0.350 0.058 -0.344 0.27
H -1.198485 2.410410 -2.304199 0.028 0.143 0.362 0.28
H -0.458643 3.190278 -0.843770 -0.221 -0.369 -0.235 0.28
C -0.985256 2.300939 -1.229139 0.006 -0.088 -0.144 -0.96
H -1.555870 -0.714331 -1.941840 0.255 0.157 -0.140 0.27
H -0.446925 -0.034035 -3.179568 -0.030 -0.190 0.119 0.29
H 1.794043 1.622383 -2.459600 0.018 -0.038 0.198 0.29
H 2.418966 0.382143 -1.326592 -0.085 0.264 -0.087 0.27
H 0.126302 -1.338286 -2.085691 -0.150 0.205 -0.187 0.26
H 2.128140 2.059868 -0.748866 -0.093 -0.179 -0.206 0.28
C 2.400877 0.211713 1.612208 2.880 0.173 0.425 0.49
O 3.524866 0.325058 1.753416 -2.672 -0.242 -0.335 -0.38
Cl -3.035461 -0.031371 1.273045 1.513 0.246 -0.044 -0.40
O 0.049474 0.128736 5.229731 -0.219 -0.580 -1.412 -0.36
C -0.114347 -0.220663 4.169476 0.288 0.469 2.374 0.49

26
Properties=species:S:1:pos:R:3:forces:R:3:nbo_charge:R:1 method="wB97M-V/def2-TZVPD" total_charge=+2 homo_lumo_gap_ev=10.64 energy_ha=-1487.91036
Cl -0.723493 2.189462 -4.230529 -0.059 -1.191 0.212 0.20
C -0.767762 0.749251 -3.289996 0.636 2.396 1.271 0.52
N -0.604035 0.913270 -1.990802 -0.610 -3.108 -0.790 -0.55
C -0.849973 -0.209523 -1.054473 1.914 1.302 2.286 0.26
Cl -2.530880 -0.072435 -0.407985 0.715 0.084 -0.161 0.04
C 0.333286 -0.096021 0.223704 -2.606 0.184 -0.406 0.08
C -0.196760 -0.877319 1.445302 -1.322 2.059 0.770 -0.27
N 0.699844 -0.895599 2.659597 -0.170 1.374 -1.373 -0.49
C 0.956412 0.557454 3.005277 -4.330 1.361 -2.536 -0.25
C 1.268202 1.385779 1.717435 -0.366 -1.613 0.677 -0.10
O 0.327537 1.304221 0.655897 1.372 -3.101 -1.143 -0.50
N -0.710312 -1.456267 -1.668750 -0.363 0.478 0.704 -0.45
C -0.842069 -1.560892 -2.907457 0.564 -2.153 -0.871 0.31
N -0.885777 -0.438425 -3.804672 -0.397 -0.783 -0.032 -0.57
H -0.503342 1.811258 -1.664210 0.263 2.503 1.204 0.45
H 1.288082 -0.614010 -0.132350 -0.864 1.410 0.095 0.23
H -1.062849 -0.286023 1.963675 0.888 -1.391 -1.836 0.25
H -0.397491 -1.884928 1.211951 -0.675 -1.157 -0.348 0.25
H 1.575595 -1.355132 2.491089 0.729 -0.514 -0.045 0.44
H 0.130082 -1.477577 3.259764 0.326 0.213 1.228 0.46
H 1.674825 0.656070 3.691174 3.007 0.153 2.527 0.24
H 0.048259 1.090091 3.407001 0.470 -1.405 -0.069 0.25
H 1.210133 2.383737 1.888077 -0.030 2.996 1.606 0.24
H 2.293200 1.237794 1.509694 1.179 -0.646 -1.372 0.20
H -0.843092 -2.663256 -3.165103 -0.049 1.745 -1.258 0.28
H -0.887624 -0.390979 -4.813308 -0.223 -1.193 -0.343 0.48

22
Properties=species:S:1:pos:R:3:forces:R:3:nbo_charge:R:1 method="wB97M-V/def2-TZVPD" e_above_lowest_kj_mol=145.4 total_charge=+1 homo_lumo_gap_ev=9.22 energy_ha=-843.30233
C -1.386836 -0.540429 -1.660292 -1.297 -1.229 0.370 -0.42
C -2.044234 0.000350 -0.643210 0.754 1.369 -0.504 -0.10
Cl -2.929464 -0.976545 0.460781 -0.198 0.201 0.299 0.06
C -1.944575 1.499451 -0.453644 -0.622 -1.719 0.683 -0.21
C -1.152642 2.114604 0.412344 -0.284 -2.682 -1.803 -0.18
C -0.193179 1.211029 1.124751 -0.183 0.997 0.250 -0.57
C 0.501853 0.172435 0.307068 0.750 0.256 0.006 0.58
N 1.213624 0.479824 -0.744875 0.429 -3.443 1.955 -0.67
C 0.507024 -1.244242 0.863989 -1.242 2.852 0.779 -0.32
N 1.445556 -1.992605 0.207572 3.716 -1.636 -1.073 -0.85
H -1.520578 -1.668094 -1.695703 0.773 1.545 -0.953 0.25
H -0.941305 0.202636 -2.340654 0.060 -1.212 -0.031 0.23
H -2.616061 2.021580 -1.062210 -0.998 1.000 -0.671 0.23
H -1.327515 3.130735 0.388437 0.742 2.241 0.865 0.25
H 0.556097 1.752592 1.673625 0.815 0.414 0.002 0.29
H -0.736043 0.779639 1.933634 -0.473 -0.995 0.543 0.27
H 1.205072 1.348602 -1.151246 -0.087 2.570 -0.990 0.42
H 1.821227 -0.255787 -1.160451 -0.879 0.517 0.282 0.45
H -0.546900 -1.523773 0.524330 1.206 -0.205 1.427 0.29
H 0.733350 -1.116022 1.972631 -1.148 -0.251 -0.924 0.23
H 2.443735 -1.749439 0.452028 -1.444 0.058 -0.250 0.37
H 1.424774 -2.949953 0.506565 -0.391 -0.647 -0.261 0.40

23
Properties=species:S:1:pos:R:3:forces:R:3:nbo_charge:R:1 method="wB97M-V/def2-TZVPD" total_charge=+3 homo_lumo_gap_ev="7.92 / 4.22" spin_multiplicity=3 energy_ha=-2138.60116 s_squared=2.0103
O -0.003447 -1.332335 1.141593 0.955 -0.357 -0.848 -0.37
C 0.685660 -0.320351 0.666525 -2.826 0.344 1.073 1.05
O 0.195356 0.808124 0.558455 0.662 -2.170 -0.176 -0.81
Cu -0.099328 2.531618 0.350387 -0.357 2.610 -0.066 1.08
O 1.870032 -0.671432 0.347207 2.557 0.706 -0.555 -0.29
C 2.871004 0.336815 0.017983 1.287 -3.830 0.640 -0.11
C 4.175329 -0.375672 -0.215026 -1.085 3.275 -0.285 -0.59
H 2.925612 1.031561 0.864834 -0.104 0.896 0.286 0.35
H 2.523968 0.866410 -0.877723 -0.182 0.814 -0.566 0.35
H 4.490631 -0.922860 0.681829 0.092 -1.064 0.402 0.38
H 4.939305 0.375790 -0.451936 -0.095 -0.157 -0.075 0.30
H 4.097370 -1.071746 -1.059212 0.254 -1.083 -0.218 0.37
C -1.403828 -1.335393 0.979286 -1.642 0.139 1.055 -0.33
H -1.750259 -2.372146 1.168127 -0.031 0.049 0.081 0.37
H -1.922606 -0.697763 1.722521 0.417 -0.165 0.131 0.29
C -1.885030 -1.002512 -0.328847 0.520 1.239 -1.867 0.70
H -3.500975 0.506347 0.685455 -0.603 1.021 -1.194 0.22
C -2.566817 -0.028196 -1.143784 0.356 -1.665 0.877 -0.60
C -3.501270 0.901205 -0.381464 -0.030 -0.522 1.411 -0.60
H -1.583380 0.468669 -1.423866 -0.276 -0.336 -0.271 0.34
H -2.961318 -0.476809 -2.070155 0.298 0.170 -0.168 0.37
H -3.093445 1.916578 -0.406887 -0.378 -0.064 0.010 0.23
H -4.502570 0.864102 -0.825313 0.208 0.149 0.322 0.31

23
Properties=species:S:1:pos:R:3:forces:R:3:nbo_charge:R:1 method="wB97M-V/def2-TZVPD" e_above_lowest_kj_mol=0.0 homo_lumo_gap_ev=10.61 energy_ha=-624.09114
C 0.670012 2.187015 1.317664 2.281 -0.246 -0.547 -0.63
C -0.052004 0.945173 0.749065 -1.201 -0.586 -0.120 -0.28
C -0.491672 0.955714 -0.838290 -0.365 0.414 2.072 -0.38
C -0.596070 -0.528825 -1.345283 -0.662 0.923 1.302 -0.29
C -1.978416 -1.167446 -0.865388 1.769 -1.633 -0.320 -0.63
C 0.619984 -1.172294 -0.717686 -0.272 1.804 3.506 0.57
O 1.714765 -0.812656 -1.408852 -2.304 0.282 -2.756 -0.69
F 0.569498 -2.553363 -0.527242 -0.054 0.508 -0.122 -0.37
C 0.733067 -0.390645 0.916234 -1.144 -0.383 -3.079 0.56
O 0.234887 -1.243075 1.841184 -1.652 2.521 0.534 -0.67
F 2.115165 -0.244812 1.168248 -0.602 0.278 -0.264 -0.39
H 1.821948 2.207434 1.051773 -2.360 0.073 -0.160 0.22
H 0.784416 2.159145 2.447318 -0.983 0.274 -1.296 0.23
H 0.134761 3.054457 0.854128 0.732 -0.312 1.025 0.22
H -1.085283 0.952138 1.314442 2.103 -0.764 -0.849 0.23
H -1.465521 1.488787 -0.811083 0.354 -0.561 -0.437 0.21
H 0.164288 1.596074 -1.413001 0.461 -0.182 -0.201 0.22
H -0.358705 -0.525669 -2.420874 -0.880 -0.288 0.157 0.24
H -2.801632 -0.720655 -1.463301 0.491 -0.985 0.072 0.22
H -2.243565 -0.964722 0.194190 0.648 0.147 -0.554 0.22
H -1.757566 -2.345654 -0.889278 -1.351 2.552 -0.417 0.24
H 2.433244 -0.956862 -0.880926 3.310 -0.445 2.158 0.48
H 0.834398 -1.919259 1.726957 1.681 -3.391 0.299 0.48

24
Properties=species:S:1:pos:R:3:forces:R:3:nbo_charge:R:1 method="wB97M-V/def2-TZVPD" e_above_lowest_kj_mol=197.4 homo_lumo_gap_ev="7.32 / 6.62" energy_ha=-1127.83177
C 0.349920 -2.342766 -1.016300 0.095 -0.543 -3.781 -0.30
C 2.066188 -0.764209 2.969940 -2.684 -0.431 0.010 -0.36
C -0.059273 -1.899726 -2.240358 0.076 1.653 2.535 -0.65
C 0.680280 -0.839938 3.112903 2.864 1.695 -0.579 -0.75
C 0.267071 0.956888 -1.180224 3.915 0.581 0.072 0.08
C -1.434652 0.951829 -3.625740 -0.795 -0.350 0.368 -1.14
C -0.047198 2.145856 2.073916 0.707 -0.065 -1.720 -1.17
O 1.473445 1.079444 -1.280872 -3.106 -0.075 0.442 -0.48
F -2.120870 -0.413743 -1.128115 1.680 0.670 -1.764 -0.65
F -1.923353 0.402481 2.987799 -1.741 -0.453 1.140 -0.65
Si -0.818583 -0.145452 -2.218261 -2.512 -1.544 1.222 1.73
Si -0.503565 0.324345 2.348307 1.373 1.253 -1.649 1.59
H 0.979799 -3.223397 -0.943782 -0.181 -0.044 0.155 0.20
H 0.122575 -1.810315 -0.168128 -0.519 0.996 2.090 0.19
H 2.740651 -1.608159 3.287229 -0.615 1.336 -0.408 0.21
H 2.365526 0.150407 2.434753 0.763 -0.774 0.361 0.20
H 0.273200 -2.378723 -3.101247 0.395 -0.930 -1.429 0.21
H 0.202935 -1.621665 3.599194 -0.526 -1.808 0.910 0.22
H -2.109536 0.441931 -4.300755 -0.408 -0.551 0.082 0.26
H -2.058292 1.748543 -3.169036 0.568 -0.287 -0.133 0.26
H -0.736473 1.369613 -4.330607 0.769 0.347 0.255 0.26
H -0.009931 2.750173 2.986687 -0.065 -0.134 -0.131 0.24
H 1.003032 2.065263 1.638909 -1.125 0.488 0.448 0.24
H -0.702894 2.661321 1.263789 1.073 -1.029 1.504 0.26

26
Properties=species:S:1:pos:R:3:forces:R:3:nbo_charge:R:1 method="wB97M-V/def2-TZVPD" e_above_lowest_kj_mol=140.2 total_charge=+1 homo_lumo_gap_ev=8.81 energy_ha=-792.19053
C 0.687052 2.199826 0.326641 0.586 0.617 0.104 0.03
C 1.707036 1.384375 0.101335 -0.895 -4.031 -1.017 -0.12
C 1.165377 -0.799931 -0.350315 1.234 4.849 1.150 0.44
C -1.698253 2.169281 0.034530 0.353 -0.039 -0.142 0.53
C -2.935074 1.742136 0.750310 -0.231 0.041 -0.002 -0.66
C 2.090097 -3.079459 0.141868 -0.169 -0.745 0.020 -0.44
C 3.152850 1.420057 0.000384 0.612 -0.095 0.026 0.90
N -0.571351 1.852983 0.544933 -0.690 -0.649 0.632 -0.54
N 0.095315 -1.076662 -0.837798 -0.689 -0.400 -0.342 -0.60
N -1.833760 2.818565 -1.132405 -0.041 0.208 -0.258 -0.77
N 2.328224 -1.620436 0.088849 0.180 -0.383 -0.026 -0.59
F 3.676537 2.636904 0.053208 -0.132 0.086 0.020 -0.29
F 3.752022 0.680588 0.994705 -0.127 0.065 0.167 -0.36
F 3.610315 0.814181 -1.129079 -0.124 0.079 -0.179 -0.34
H 0.970193 3.241821 0.521621 0.051 0.067 -0.155 0.23
H -2.999208 2.258548 1.706278 0.001 0.054 -0.004 0.25
H -2.881801 0.677229 0.960210 0.013 -0.032 -0.035 0.25
H -3.827231 1.953261 0.168695 -0.111 -0.005 0.016 0.22
H 2.988161 -3.592155 0.479567 0.033 0.132 -0.016 0.25
H 1.277376 -3.289456 0.836465 0.061 0.122 -0.046 0.24
H 1.822987 -3.445463 -0.847958 0.041 0.112 0.028 0.23
H -0.249925 -2.005063 -1.061103 0.229 -0.222 0.077 0.39
H -2.736792 2.980358 -1.544108 0.051 0.007 0.083 0.41
H -1.022012 3.104646 -1.654593 -0.055 -0.034 -0.010 0.41
H 3.100530 -1.403004 -0.559896 -0.137 0.111 0.241 0.47
H 2.620869 -1.264653 1.010977 -0.041 0.088 -0.330 0.47

24
Properties=species:S:1:pos:R:3:forces:R:3:nbo_charge:R:1 method="wB97M-V/def2-TZVPD" e_above_lowest_kj_mol=0.0 homo_lumo_gap_ev=10.98 energy_ha=-703.48357
C -1.613036 1.652392 0.842695 -0.177 -0.335 0.380 0.42
C -0.049865 -1.110297 1.332687 0.007 0.042 -0.098 -0.61
C 1.028924 0.845635 0.186846 -0.185 -0.068 -0.014 -0.62
C 0.251618 -1.116655 -1.137242 -0.060 0.055 0.008 -0.62
C -1.407555 0.509128 -0.107708 1.325 1.185 -4.552 -0.02
C -0.054919 -0.233499 0.078308 -0.028 -0.116 0.074 -0.05
C -2.674469 -0.309506 -0.163630 -0.553 -0.160 -0.097 0.95
N -1.131382 1.216852 -1.824029 -0.944 -1.159 3.597 -0.82
O -1.567230 2.812256 0.563302 0.084 0.310 -0.118 -0.49
F -3.724464 0.452877 -0.514067 -0.075 0.326 -0.032 -0.32
F -2.666908 -1.334637 -1.016441 0.323 -0.078 -0.231 -0.31
F -2.982967 -0.824556 1.041142 0.141 -0.004 0.353 -0.33
H -1.828821 1.301670 1.870298 0.027 0.202 0.109 0.13
H -0.728161 -1.953483 1.224530 -0.053 -0.065 0.063 0.22
H 0.955868 -1.503552 1.468635 0.066 -0.045 0.059 0.22
H -0.318418 -0.555318 2.227677 -0.032 0.048 0.160 0.20
H 2.013229 0.389843 0.118689 0.084 -0.080 0.074 0.22
H 0.924509 1.554913 -0.629610 0.088 0.060 -0.027 0.24
H 0.959346 1.381993 1.131874 0.069 0.083 0.099 0.20
H -0.459664 -1.930709 -1.237037 -0.011 -0.100 0.005 0.21
H 0.232212 -0.518497 -2.042415 0.078 -0.092 -0.005 0.25
H 1.242606 -1.546570 -1.022510 0.154 -0.082 0.108 0.21
H -1.961280 0.916023 -2.331567 -0.091 0.112 0.056 0.35
H -1.251094 2.210581 -1.628206 -0.236 -0.037 0.028 0.37

24
Properties=species:S:1:pos:R:3:forces:R:3:nbo_charge:R:1 method="wB97M-V/def2-TZVPD" e_above_lowest_kj_mol=429.2 total_charge=+1 homo_lumo_gap_ev="7.05 / 7.04" energy_ha=-592.36844
C -1.656378 0.564940 -0.111275 0.411 -4.194 1.514 0.24
C -0.758004 -1.381755 0.442204 1.624 -1.623 -0.796 0.12
C 1.746592 -0.673778 -1.118081 -0.697 -2.379 3.075 -0.57
C 1.946528 -2.013936 -0.581101 0.054 3.240 2.485 0.62
C 0.799156 0.379245 -0.295995 1.276 -1.291 0.112 0.19
C -4.013891 -0.210879 0.117698 -2.336 -1.463 2.425 -0.43
C 2.253614 1.881207 0.805168 3.519 -0.970 -0.381 -0.42
N -2.045067 -1.513266 0.546261 -0.392 -0.128 0.962 -0.31
N -2.599483 -0.293350 0.298876 1.321 0.445 -1.664 -0.13
N -0.496675 -0.128226 -0.014151 -1.146 0.702 -0.820 -0.40
N 1.392727 0.781657 0.908270 -0.944 -0.593 -1.346 -0.62
F 2.608355 -1.988600 0.547669 -0.609 -0.969 -0.857 -0.24
H -1.668383 1.494380 -0.489746 -0.777 3.179 -1.004 0.23
H 2.691162 -0.243511 -1.061841 1.909 1.203 0.474 0.27
H 1.598183 -0.798464 -2.104508 -1.513 0.059 -3.564 0.24
H 1.907306 -2.928089 -1.100054 -0.447 -1.316 -0.243 0.21
H 0.872221 1.036858 -1.142435 -0.929 1.579 0.312 0.23
H -4.407036 -0.650462 -0.794385 0.587 0.203 -0.403 0.24
H -4.541513 -0.882541 0.947522 1.346 1.672 -1.503 0.26
H -4.309176 0.816741 0.244406 -0.324 0.262 -0.072 0.23
H 3.137849 1.559370 0.117860 -1.235 0.644 0.674 0.18
H 1.810228 2.750926 0.335748 -0.006 0.557 0.536 0.20
H 2.807026 1.934872 1.756945 -0.594 1.035 -0.281 0.25
H 0.924665 0.506658 1.744952 -0.097 0.144 0.365 0.42